{
  "formula": "C36H63N9",
  "method": "ωB97M-V/def2-TZVPD",
  "symbols": ["C", "C", "C", "C", "N", "H", "H", "H", "H", "H", "H", "H", "C", "C", "C", "C", "N", "H", "H", "H", "H", "H", "H", "H", "C", "C", "C", "C", "N", "H", "H", "H", "H", "H", "H", "H", "C", "C", "C", "C", "N", "H", "H", "H", "H", "H", "H", "H", "C", "C", "C", "C", "N", "H", "H", "H", "H", "H", "H", "H", "C", "C", "C", "C", "N", "H", "H", "H", "H", "H", "H", "H", "C", "C", "C", "C", "N", "H", "H", "H", "H", "H", "H", "H", "C", "C", "C", "C", "N", "H", "H", "H", "H", "H", "H", "H", "C", "C", "C", "C", "N", "H", "H", "H", "H", "H", "H", "H"],
  "xyz": [[1.562, -2.001, 6.757], [0.371, -2.024, 7.777], [-0.937, -2.758, 7.373], [-1.480, -2.464, 6.041], [-1.878, -2.251, 4.969], [1.652, -2.914, 6.169], [2.526, -1.853, 7.244], [1.353, -1.240, 6.005], [0.028, -1.026, 8.049], [0.671, -2.418, 8.748], [-1.691, -2.592, 8.143], [-0.809, -3.840, 7.395], [-0.966, -4.469, -5.951], [0.494, -4.628, -5.463], [0.613, -5.657, -4.260], [0.063, -7.006, -4.502], [-0.306, -8.096, -4.645], [-1.027, -3.723, -6.743], [-1.739, -4.191, -5.234], [-1.236, -5.406, -6.440], [0.810, -3.610, -5.237], [1.167, -4.932, -6.265], [0.245, -5.162, -3.361], [1.680, -5.812, -4.101], [-5.053, -5.158, -1.708], [-5.316, -6.305, -2.651], [-6.658, -6.159, -3.380], [-6.786, -4.962, -4.176], [-6.840, -4.009, -4.807], [-4.142, -5.356, -1.143], [-5.900, -4.912, -1.067], [-4.858, -4.205, -2.199], [-5.328, -7.213, -2.048], [-4.491, -6.412, -3.355], [-7.481, -6.237, -2.669], [-6.783, -7.019, -4.038], [-4.629, 1.730, -3.854], [-5.915, 1.479, -3.043], [-7.046, 2.419, -3.532], [-8.384, 2.032, -3.067], [-9.408, 1.682, -2.696], [-4.879, 1.814, -4.912], [-3.927, 0.921, -3.654], [-4.154, 2.627, -3.457], [-5.764, 1.718, -1.991], [-6.290, 0.462, -3.155], [-7.009, 2.303, -4.616], [-6.835, 3.446, -3.236], [8.397, 1.414, 1.549], [8.410, 2.480, 2.682], [9.761, 3.199, 2.799], [10.816, 2.285, 3.334], [11.620, 1.593, 3.788], [9.167, 0.643, 1.586], [8.648, 1.967, 0.644], [7.452, 0.898, 1.377], [8.176, 1.976, 3.620], [7.657, 3.249, 2.509], [9.589, 4.029, 3.484], [10.073, 3.508, 1.802], [-0.355, -7.625, 2.958], [0.360, -8.602, 2.024], [-0.225, -10.068, 2.197], [-1.727, -10.203, 2.047], [-2.863, -10.323, 1.907], [-1.386, -7.579, 2.606], [-0.051, -6.594, 2.781], [-0.319, -8.068, 3.953], [1.437, -8.560, 2.186], [0.167, -8.277, 1.001], [-0.065, -10.319, 3.246], [0.227, -10.834, 1.566], [6.128, 8.787, 1.410], [4.644, 8.655, 1.929], [3.669, 9.701, 1.352], [4.040, 11.078, 1.538], [4.359, 12.158, 1.741], [6.646, 9.591, 1.934], [6.045, 8.966, 0.337], [6.739, 7.907, 1.608], [4.646, 8.693, 3.018], [4.275, 7.641, 1.772], [2.677, 9.630, 1.798], [3.706, 9.611, 0.266], [-1.926, 7.482, -1.542], [-3.060, 8.001, -2.454], [-2.866, 9.394, -2.961], [-2.573, 10.418, -1.945], [-2.313, 11.260, -1.203], [-1.774, 8.104, -0.660], [-0.974, 7.442, -2.071], [-2.174, 6.499, -1.142], [-3.974, 8.017, -1.860], [-3.141, 7.342, -3.319], [-3.783, 9.682, -3.476], [-2.092, 9.492, -3.723], [1.254, 1.356, -0.089], [0.345, 0.348, 0.688], [0.464, -1.088, 0.115], [1.788, -1.675, -0.021], [2.794, -2.166, -0.187], [1.141, 2.308, 0.429], [0.867, 1.447, -1.105], [2.317, 1.117, -0.088], [-0.677, 0.725, 0.653], [0.621, 0.307, 1.742], [-0.041, -1.178, -0.846], [-0.051, -1.853, 0.697]],
  "forces_ev_per_a": [[-1.20, -0.15, 0.16], [-0.09, 0.10, -0.19], [0.45, -0.61, 0.06], [-0.41, 0.63, -1.48], [0.65, -0.33, 1.74], [-0.17, -0.31, 0.27], [-0.19, 0.30, 0.01], [0.30, 0.23, 0.14], [0.41, 0.36, -0.35], [0.13, -0.40, -0.14], [-0.14, 0.31, -0.16], [0.27, -0.14, -0.10], [0.56, -0.60, -1.04], [-1.19, -0.18, 0.43], [0.79, 1.15, -1.02], [-0.51, -0.60, 0.07], [0.41, 1.41, 0.09], [0.16, 0.13, -0.01], [0.38, -0.19, 0.41], [-0.43, -0.08, 0.15], [0.43, -0.26, 0.87], [-0.32, -0.26, -0.16], [-0.36, -0.49, 0.05], [0.08, -0.03, 0.19], [0.49, 0.87, 0.04], [-0.15, 0.28, 0.20], [0.13, -1.23, 0.18], [0.15, 0.11, 0.09], [-0.05, 0.43, -0.27], [-0.23, -0.04, 0.38], [0.05, -0.47, 0.33], [0.03, -0.05, -0.50], [-0.20, -0.18, -0.21], [-0.08, 0.03, -0.14], [-0.03, 0.27, 0.08], [-0.07, 0.00, -0.18], [-0.53, -0.26, 1.08], [-0.48, 0.56, -0.04], [0.36, -0.54, -0.16], [0.63, 0.07, -0.06], [-0.31, -0.03, 0.10], [0.37, 0.00, 0.00], [0.00, -0.07, -0.35], [0.00, 0.24, -0.44], [0.17, -0.45, 0.10], [0.26, -0.08, 0.13], [-0.40, 0.49, -0.13], [-0.09, 0.05, -0.23], [0.31, 0.92, -0.38], [0.04, -1.39, -0.32], [-0.04, -1.15, 0.27], [-0.04, 0.32, 0.22], [-0.56, 0.40, -0.39], [0.10, 0.07, 0.64], [-0.23, -0.07, -0.37], [-0.11, 0.26, 0.27], [-0.04, 0.24, 0.18], [-0.11, -0.15, -0.11], [0.59, 0.15, -0.16], [0.08, 0.40, 0.15], [-0.56, -0.67, -1.14], [-1.01, -0.45, -0.54], [-0.72, 0.87, 0.54], [1.04, 0.46, -0.36], [0.37, 0.05, 0.12], [-0.34, -0.29, 0.41], [0.64, -0.13, 0.76], [0.00, 0.87, 0.30], [-0.03, -0.49, 0.02], [0.20, -0.09, -0.15], [0.26, -0.35, 0.02], [0.14, 0.22, 0.01], [-1.39, 0.04, 0.46], [1.16, -0.12, 0.72], [0.50, -0.53, -0.27], [0.70, 0.39, 0.76], [0.07, 0.48, -0.06], [-0.18, 0.30, -0.36], [0.55, 0.09, -0.03], [-0.34, -0.22, -0.15], [0.03, 0.41, 0.14], [-0.19, 0.10, -0.62], [-0.15, -0.48, -0.46], [-0.75, -0.46, -0.14], [-0.23, 0.15, -0.06], [0.75, -0.67, 1.17], [-0.02, 1.12, -0.56], [0.06, 0.24, 0.14], [-0.15, -0.48, -0.24], [-0.11, 0.29, -0.10], [0.01, -0.13, -0.05], [0.07, -0.13, -0.26], [-0.20, -0.36, -0.22], [-0.34, -0.05, 0.10], [-0.07, 0.25, 0.02], [0.24, -0.22, 0.05], [-0.95, -0.31, 0.89], [1.38, -0.22, -0.43], [-0.95, -0.30, 0.09], [-1.59, 1.47, -0.01], [2.05, -0.99, -0.20], [0.07, 0.20, -0.26], [0.25, 0.11, -0.07], [-0.13, -0.28, -0.07], [-0.07, -0.38, -0.14], [0.10, 0.12, 0.02], [0.20, 0.26, -0.28], [-0.39, 0.33, 0.50]],
  "homo_energy_ev": -11.562,
  "e_tot_ev": -51760.8478,
  "homo_lumo_gap_ev": 11.357,
  "e_above_lowest_kj_mol": 306.0,
  "largest_force_ev_per_a": 2.29
}